Here is C5H16N3S as an isolated structure from OMol25. Energies are from ωB97M-V with the def2-TZVPD basis set.

Geometry as ORCA input:
```
! wB97M-V def2-TZVPD RIJCOSX def2/J DEFGRID3
* xyz 1 1
C 0.166 -0.002 2.656
N -0.881 -0.783 2.933
N 1.387 -0.524 2.615
N -0.021 1.302 2.422
C 1.680 -1.933 2.857
H -0.741 -1.780 3.113
H -1.822 -0.384 2.966
H 2.166 0.102 2.399
H 0.778 1.903 2.209
H -0.964 1.698 2.455
H 2.768 -2.083 2.758
H 1.168 -2.581 2.126
H 1.374 -2.238 3.872
S 2.669 1.804 1.982
C 3.886 2.820 2.838
C 2.361 1.286 -0.684
C 3.246 2.061 0.285
H 4.911 2.452 2.667
H 3.670 2.772 3.919
H 3.831 3.873 2.515
H 2.710 1.440 -1.719
H 2.395 0.207 -0.458
H 1.315 1.628 -0.610
H 3.221 3.145 0.060
H 4.298 1.726 0.211
*
```

HOMO level	-12.9	eV
electronic energy	-762.34532	a.u.
HOMO-LUMO gap	0.383	hartree



Here is C37H62BBeCl4F4N7O19S as an isolated structure from OMol25. Energies are from ωB97M-V with the def2-TZVPD basis set.

Geometry as ORCA input:
```
! wB97M-V def2-TZVPD RIJCOSX def2/J DEFGRID3
* xyz 0 1
C 10.556 -2.075 -1.293
C 11.034 -1.866 -2.848
Cl 12.887 -2.235 -2.895
C 10.785 -0.363 -3.455
Cl 12.173 0.744 -2.922
N 9.400 0.111 -3.073
C 9.062 1.239 -2.122
C 7.513 1.691 -1.698
C 6.273 0.838 -2.347
C 4.683 1.083 -2.030
C 3.516 1.462 -3.117
C 1.959 1.630 -2.576
N 1.531 1.432 -1.123
C 0.060 1.569 -0.677
S -0.883 -0.077 -0.826
O -2.167 -0.025 0.072
O -1.355 -0.286 -2.309
C 2.588 1.099 -0.093
C 4.189 0.898 -0.453
C 6.644 -0.373 -3.411
C 8.229 -0.668 -3.707
H 9.937 -1.192 -0.838
H 9.919 -3.077 -1.270
H 11.491 -2.228 -0.567
H 10.412 -2.619 -3.506
H 10.795 -0.445 -4.644
H 9.920 1.875 -1.613
H 7.304 2.583 -0.942
H 3.843 1.608 -4.245
H 1.143 1.895 -3.382
H -0.003 1.884 0.451
H -0.513 2.402 -1.288
H -0.112 -1.197 -0.475
H 2.263 0.975 1.026
H 4.908 0.607 0.422
H 5.770 -0.995 -3.913
H 8.489 -1.544 -4.464
C 6.491 6.803 4.367
O 5.411 5.955 4.009
C 5.452 5.588 2.628
C 4.537 4.388 2.371
O 5.150 3.137 2.712
C 5.250 2.861 4.115
C 3.907 2.478 4.742
O 3.147 3.651 5.046
C 1.780 3.355 5.283
H 6.472 7.723 3.774
H 6.389 7.063 5.424
H 7.444 6.281 4.230
H 6.477 5.340 2.333
H 5.102 6.447 2.045
H 4.349 4.332 1.293
H 3.566 4.498 2.858
H 5.733 3.683 4.647
H 5.916 1.995 4.192
H 4.080 1.944 5.683
H 3.348 1.833 4.055
H 1.321 2.931 4.385
H 1.264 4.287 5.526
H 1.677 2.665 6.120
C -2.416 -3.505 -1.944
O -3.609 -3.254 -1.858
O -1.547 -3.107 -1.160
O -1.895 -4.196 -2.827
C -7.252 -5.674 -2.757
O -8.297 -6.305 -2.771
N -7.170 -4.410 -2.304
N -6.087 -6.187 -3.195
H -6.319 -3.875 -2.285
H -8.024 -3.987 -1.965
H -6.105 -7.136 -3.544
H -5.216 -5.684 -3.191
Be -9.697 -7.162 -1.973
Cl 14.768 -7.709 -2.210
C 14.602 -5.937 -2.146
C 14.336 -5.436 -0.735
Cl 12.720 -5.903 -0.149
H 13.803 -5.645 -2.835
H 15.541 -5.517 -2.519
H 14.376 -4.343 -0.716
H 15.078 -5.816 -0.026
N 0.603 3.593 8.468
O -0.276 3.345 7.626
O 0.703 2.890 9.487
O 1.381 4.545 8.292
N -3.597 0.346 -4.739
O -3.143 1.502 -4.763
O -4.649 0.105 -4.125
O -2.998 -0.568 -5.329
C -11.604 1.035 -5.146
C -11.253 0.032 -4.008
C -10.080 0.596 -3.159
C -8.726 0.514 -3.860
C -8.450 -0.899 -4.360
C -9.595 -1.475 -5.234
N -10.946 -1.313 -4.598
O -11.047 -2.267 -3.567
C -9.583 -0.795 -6.630
C -9.261 -2.969 -5.558
C -12.536 0.019 -3.114
H -12.332 1.786 -4.817
H -10.741 1.601 -5.501
H -12.067 0.525 -6.000
H -10.009 0.044 -2.211
H -10.279 1.638 -2.890
H -8.679 1.227 -4.689
H -7.938 0.811 -3.160
H -7.508 -0.899 -4.925
H -8.279 -1.548 -3.490
H -10.439 -1.116 -7.231
H -8.676 -1.064 -7.188
H -9.581 0.291 -6.585
H -9.111 -3.576 -4.659
H -8.332 -3.049 -6.138
H -10.058 -3.433 -6.154
H -13.399 -0.368 -3.668
H -12.787 1.032 -2.775
H -12.413 -0.580 -2.204
B -14.799 -1.474 -6.247
F -15.539 -2.430 -7.055
F -15.137 -1.661 -4.845
F -13.373 -1.683 -6.434
F -15.149 -0.123 -6.654
C 2.220 1.021 14.901
C 1.707 1.329 13.509
C 0.632 0.389 13.051
O 0.756 0.454 11.642
C 2.067 0.749 11.388
O 2.590 0.682 10.289
O 2.715 1.125 12.533
H 2.601 -0.004 14.965
H 3.056 1.681 15.154
H 1.431 1.150 15.648
H 1.384 2.375 13.447
H -0.365 0.707 13.370
H 0.797 -0.648 13.364
*
```

HOMO level	-6.4	eV
electronic energy	-5936.56686	a.u.
HOMO-LUMO gap	0.032	hartree